No. 1
Computed, not measured: a structure of composition C27H20N5OOsS3, with ωB97M-V/def2-TZVPD.

ORCA input file:
```
! RIJCOSX wB97M-V def2-TZVPD def2/J DEFGRID3
* xyz 3 5
Os -0.33 -0.82 -0.15
N -2.49 0.22 4.02
C -1.61 -0.41 3.22
N -1.20 0.07 2.08
C -1.65 1.31 1.71
N -1.07 1.95 0.68
N -0.15 1.20 0.03
C 0.91 1.78 -0.45
C 1.90 0.89 -1.02
C 3.05 1.34 -1.64
C 3.94 0.39 -2.16
C 3.64 -0.95 -2.03
C 2.46 -1.33 -1.38
N 1.61 -0.44 -0.88
C -2.66 2.00 2.45
C -3.22 3.22 2.05
C -4.16 3.82 2.86
C -4.55 3.22 4.09
C -4.02 2.03 4.50
C -3.07 1.41 3.68
H -2.74 -0.21 4.90
H -1.25 -1.37 3.56
H 1.05 2.85 -0.37
H 3.25 2.40 -1.71
H 4.84 0.71 -2.65
H 4.30 -1.71 -2.42
H 2.20 -2.38 -1.25
H -2.92 3.68 1.12
H -4.61 4.75 2.56
H -5.29 3.71 4.71
H -4.32 1.57 5.44
O -2.22 -0.87 -0.28
C -2.72 -2.02 -1.02
C -2.94 -1.59 -2.45
C -2.40 -0.52 -3.10
C -2.77 -0.48 -4.47
C -3.56 -1.52 -4.82
S -3.91 -2.54 -3.50
C -3.96 -2.54 -0.36
C -4.21 -3.81 0.10
C -5.52 -3.95 0.61
C -6.23 -2.79 0.53
S -5.33 -1.52 -0.17
C -1.57 -3.02 -0.92
C -0.71 -3.10 0.20
C 0.31 -4.10 0.00
C 0.21 -4.70 -1.22
S -1.10 -4.08 -2.15
H -1.82 0.25 -2.62
H -2.46 0.30 -5.16
H -3.99 -1.73 -5.79
H -3.49 -4.62 0.07
H -5.92 -4.87 1.01
H -7.25 -2.62 0.85
H -1.05 -2.82 1.19
H 1.05 -4.37 0.74
H 0.82 -5.49 -1.62
*
```

Calculated values
- HOMO energy (spin up / spin down): -16.12 / -16.06 eV
- Gap between HOMO and LUMO (spin up / spin down): 5.846 / 3.483 eV
- Lowest unoccupied orbital energy (spin up / spin down): -10.2729 / -12.5780 eV

***

No. 2
Computed, not measured: a structure of composition C27H21AsBrF6N2O3PdS, with ωB97M-V/def2-TZVPD.

ORCA input file:
```
! RIJCOSX wB97M-V def2-TZVPD def2/J DEFGRID3
* xyz 0 2
Pd -1.01 -0.83 -0.71
C -3.92 2.14 -2.18
C -4.67 2.41 -1.04
C -4.34 1.83 0.17
C -3.25 0.98 0.28
C -2.54 0.73 -0.88
C -2.83 1.28 -2.10
C -2.84 0.31 1.50
C -3.27 0.67 2.79
C -2.83 -0.04 3.87
C -1.95 -1.13 3.70
C -1.49 -1.93 4.76
C -0.65 -2.98 4.52
C -0.22 -3.26 3.20
C -0.65 -2.50 2.15
C -1.54 -1.43 2.37
N -2.00 -0.69 1.33
H -4.18 2.59 -3.13
H -5.54 3.06 -1.11
H -4.96 2.03 1.04
H -2.24 1.05 -2.97
H -3.94 1.51 2.92
H -3.14 0.24 4.87
H -1.81 -1.70 5.77
H -0.31 -3.61 5.33
H 0.45 -4.09 3.03
H -0.31 -2.71 1.15
F -1.08 -3.15 -1.16
As -2.84 -3.52 -1.38
F -2.42 -5.16 -1.69
F -2.88 -3.78 0.33
F -4.52 -3.83 -1.54
F -3.21 -1.80 -1.06
F -2.64 -3.09 -3.04
C 6.22 3.44 -0.12
C 4.88 2.76 -0.01
C 4.77 1.46 0.47
C 3.53 0.85 0.59
C 2.39 1.55 0.24
C 2.48 2.84 -0.26
C 3.72 3.44 -0.37
S 0.81 0.78 0.33
O 1.06 -0.68 0.22
O 0.16 1.15 1.56
O 0.07 1.22 -0.87
H 7.02 2.79 0.23
H 6.23 4.35 0.48
H 6.42 3.71 -1.15
H 5.67 0.91 0.75
H 3.42 -0.17 0.96
H 1.57 3.36 -0.54
H 3.79 4.45 -0.76
Br 2.51 2.02 -4.29
C 2.07 0.37 -3.49
C 3.07 -0.49 -3.07
C 2.69 -1.71 -2.54
C 1.34 -1.98 -2.38
N 0.38 -1.12 -2.73
C 0.75 0.02 -3.31
H 4.12 -0.22 -3.17
H 3.43 -2.43 -2.22
H 1.02 -2.94 -1.99
H -0.04 0.68 -3.66
*
```

Calculated values
- HOMO energy (spin up / spin down): -9.08 / -9.07 eV
- Gap between HOMO and LUMO (spin up / spin down): 6.920 / 7.067 eV
- Lowest unoccupied orbital energy (spin up / spin down): -2.1647 / -2.0046 eV

***

No. 3
Computed, not measured: a structure of composition C27H21Br3F5GdN5O3S, with ωB97M-V/def2-TZVPD.

ORCA input file:
```
! RIJCOSX wB97M-V def2-TZVPD def2/J DEFGRID3
* xyz 1 8
Gd -0.20 -0.36 0.03
Br -1.90 2.46 2.47
C -1.93 2.84 0.62
C -2.53 4.00 0.17
C -2.54 4.23 -1.20
C -1.97 3.28 -2.03
C -1.42 2.14 -1.48
N -1.38 1.90 -0.16
C -0.88 1.02 -2.40
O -0.46 1.32 -3.49
O -0.95 -0.14 -1.88
H -2.96 4.71 0.87
H -3.00 5.13 -1.59
H -1.93 3.40 -3.11
Br 5.32 3.13 3.09
C 3.87 2.14 2.37
C 2.63 2.14 2.99
C 1.61 1.45 2.37
N 1.74 0.77 1.23
C 2.97 0.71 0.67
C 4.05 1.40 1.21
C 3.11 -0.14 -0.53
C 4.32 -0.72 -0.89
C 4.36 -1.55 -2.00
Br 5.98 -2.38 -2.52
C 3.20 -1.76 -2.73
C 2.04 -1.14 -2.30
N 1.98 -0.36 -1.22
H 2.45 2.68 3.91
H 0.62 1.41 2.82
H 5.02 1.38 0.74
H 5.21 -0.57 -0.30
H 3.20 -2.40 -3.60
H 1.12 -1.27 -2.86
C -1.05 -1.28 4.27
N -2.38 -1.24 3.70
C -3.43 -1.00 4.67
C -2.52 -0.97 2.39
O -1.54 -0.54 1.72
N -3.73 -1.15 1.80
C -4.65 -2.20 2.17
C -3.97 -0.50 0.52
H -1.02 -2.07 5.02
H -0.79 -0.33 4.74
H -0.32 -1.51 3.49
H -3.12 -0.21 5.35
H -3.64 -1.90 5.26
H -4.34 -0.66 4.18
H -4.27 -2.77 3.01
H -4.77 -2.89 1.32
H -5.63 -1.79 2.43
H -4.18 0.56 0.69
H -4.84 -0.95 0.06
H -3.12 -0.58 -0.17
F -2.61 -6.93 -0.82
C -1.77 -5.97 -0.45
C -0.57 -6.28 0.20
F -0.27 -7.55 0.41
C 0.29 -5.27 0.63
F 1.41 -5.61 1.26
C 0.00 -3.91 0.41
S 1.03 -2.64 0.95
C -1.19 -3.66 -0.26
F -1.53 -2.33 -0.51
C -2.08 -4.64 -0.69
F -3.21 -4.28 -1.30
*
```

Calculated values
- HOMO energy (spin up / spin down): -10.25 / -10.28 eV
- Gap between HOMO and LUMO (spin up / spin down): 6.616 / 6.955 eV
- Lowest unoccupied orbital energy (spin up / spin down): -3.6320 / -3.3260 eV

***

no.,largest force on an atom (Eh/bohr)
1,0.0311
2,0.0740
3,0.0482